No. 1
This record from OMol25 describes a cluster of 3 separate species, C18H39FN5O5 in total at a distorted geometry. The level of theory is wB97M-V/def2-TZVPD.

Positions of all 68 atoms, in Å:
N (-0.910, -1.797, -1.615)
C (-2.261, -1.732, -1.837)
N (-2.723, -1.188, -2.943)
C (-4.053, -0.498, -2.864)
C (-4.260, 0.047, -1.447)
C (-5.605, 0.781, -1.297)
C (-6.855, -0.019, -0.948)
C (-7.205, -1.179, -1.884)
C (-8.659, -1.574, -1.746)
O (-9.442, -1.549, -2.645)
O (-9.042, -1.903, -0.475)
C (-3.958, -1.018, -0.378)
N (-3.180, -2.195, -0.896)
C (-4.029, -3.279, -1.402)
C (-3.238, -4.555, -1.513)
O (-2.143, -4.740, -1.114)
F (-3.948, -5.489, -2.143)
H (-0.366, -2.546, -2.007)
H (-0.462, -1.048, -1.092)
H (-1.999, -0.569, -3.308)
H (-4.841, -1.169, -3.190)
H (-4.023, 0.330, -3.564)
H (-3.495, 0.820, -1.340)
H (-5.462, 1.503, -0.493)
H (-5.763, 1.379, -2.196)
H (-6.816, -0.373, 0.080)
H (-7.689, 0.681, -0.991)
H (-6.612, -2.074, -1.670)
H (-7.038, -0.939, -2.932)
H (-8.456, -2.583, -0.120)
H (-3.349, -0.572, 0.406)
H (-4.843, -1.410, 0.113)
H (-4.818, -3.451, -0.671)
H (-4.532, -3.068, -2.348)
C (1.294, 0.674, 1.517)
C (1.871, 0.792, 0.111)
C (3.002, 1.818, -0.018)
O (2.566, 3.161, -0.044)
C (2.345, 3.754, 1.226)
N (0.780, 1.072, -0.839)
H (0.649, 1.518, 1.763)
H (0.691, -0.231, 1.606)
H (2.087, 0.622, 2.262)
H (2.298, -0.182, -0.149)
H (3.498, 1.656, -0.979)
H (3.757, 1.670, 0.765)
H (3.059, 3.383, 1.967)
H (1.326, 3.582, 1.581)
H (2.486, 4.827, 1.112)
H (1.159, 1.053, -1.783)
H (0.507, 2.043, -0.706)
C (9.103, 0.516, 2.960)
C (8.239, 0.540, 1.703)
C (7.205, 1.674, 1.683)
O (6.071, 1.457, 2.504)
C (6.242, 1.788, 3.872)
N (7.627, -0.779, 1.522)
H (8.561, 0.118, 3.817)
H (9.971, -0.123, 2.803)
H (9.461, 1.516, 3.214)
H (8.904, 0.714, 0.852)
H (6.812, 1.755, 0.665)
H (7.670, 2.637, 1.928)
H (6.901, 2.652, 3.994)
H (6.638, 0.946, 4.444)
H (5.261, 2.037, 4.275)
H (7.143, -0.807, 0.629)
H (6.890, -0.879, 2.215)

LUMO level: -0.1720 Eh
total charge: +1
calculated total energy: -1458.80203 a.u.
strongest force on any atom: 2.560 eV Å⁻¹
gap between HOMO and LUMO: 6.066 eV
E_HOMO: -10.747 eV

No. 2
This record from OMol25 describes a cluster of 7 separate species, C18H40Br12FNO2P in total at a distorted geometry. The level of theory is wB97M-V/def2-TZVPD.

Positions of all 75 atoms, in Å:
C (-1.038, 0.398, 3.424)
C (-0.727, 0.905, 2.057)
O (-0.207, 1.971, 1.913)
N (-1.086, 0.128, 0.970)
C (-0.702, -1.309, 1.137)
C (-0.093, -1.938, -0.107)
C (1.262, -2.573, 0.260)
C (2.395, -1.555, 0.091)
P (3.260, -1.012, 1.685)
O (3.500, -2.675, 2.174)
F (2.979, 0.643, 1.253)
H (-1.324, 1.243, 4.032)
H (-0.134, -0.007, 3.852)
H (-1.776, -0.392, 3.438)
H (-0.533, 0.517, 0.212)
H (0.059, -1.355, 1.901)
H (-1.529, -1.890, 1.514)
H (0.019, -1.235, -0.921)
H (-0.732, -2.735, -0.472)
H (1.203, -2.960, 1.269)
H (1.432, -3.420, -0.389)
H (3.150, -1.908, -0.597)
H (1.983, -0.660, -0.349)
H (4.534, -0.979, 0.993)
H (3.918, -0.531, 2.894)
H (1.988, -0.993, 2.421)
H (3.597, -2.645, 3.132)
Br (-0.766, 1.420, -2.380)
C (-2.556, 1.127, -1.674)
C (-2.696, -0.247, -1.077)
Br (-2.854, -1.613, -2.458)
H (-3.248, 1.305, -2.492)
H (-2.694, 1.888, -0.908)
H (-3.610, -0.318, -0.493)
H (-1.853, -0.527, -0.456)
Br (3.314, -1.378, 5.645)
C (2.267, -0.857, 7.196)
C (1.349, 0.294, 6.872)
Br (2.294, 1.992, 6.796)
H (2.964, -0.628, 7.996)
H (1.687, -1.738, 7.465)
H (0.605, 0.421, 7.657)
H (0.850, 0.171, 5.917)
Br (-3.016, -5.537, -0.962)
C (-4.834, -5.681, -1.635)
C (-5.547, -4.356, -1.592)
Br (-6.105, -3.897, 0.215)
H (-5.329, -6.445, -1.046)
H (-4.735, -6.024, -2.663)
H (-6.465, -4.398, -2.174)
H (-4.929, -3.536, -1.945)
Br (0.631, 0.128, -6.109)
C (-0.259, 1.521, -7.132)
C (-1.315, 2.209, -6.308)
Br (-2.913, 1.114, -6.124)
H (-0.656, 1.054, -8.027)
H (0.523, 2.225, -7.409)
H (-1.645, 3.123, -6.797)
H (-0.977, 2.435, -5.301)
Br (-3.346, 5.388, 2.641)
C (-1.519, 5.894, 3.097)
C (-0.624, 4.693, 3.238)
Br (-0.927, 3.763, 4.918)
H (-1.579, 6.486, 4.005)
H (-1.183, 6.522, 2.276)
H (0.420, 4.998, 3.265)
H (-0.758, 3.958, 2.452)
Br (3.499, 1.002, -3.341)
C (4.010, 1.723, -5.070)
C (5.007, 0.842, -5.773)
Br (6.794, 1.030, -5.025)
H (4.387, 2.726, -4.896)
H (3.086, 1.775, -5.643)
H (5.102, 1.130, -6.818)
H (4.750, -0.210, -5.709)

LUMO level: 0.0672 Eh
total charge: -1
calculated total energy: -32244.49166 a.u.
strongest force on any atom: 1.901 eV Å⁻¹
gap between HOMO and LUMO: 5.609 eV
E_HOMO: -3.781 eV

No. 3
This record from OMol25 describes a structure of composition C18H40HoN5P3Se at a distorted geometry. The level of theory is wB97M-V/def2-TZVPD.

Positions of all 68 atoms, in Å:
Ho (-0.541, 0.187, 0.364)
P (-0.013, 2.002, 2.607)
P (-0.430, 2.311, -1.539)
P (2.284, 0.583, 0.352)
H (-0.816, -2.578, 0.081)
C (0.080, -2.180, 0.591)
C (-0.021, -1.713, 1.890)
H (-1.010, -1.735, 2.395)
C (-1.509, 2.274, 3.634)
C (0.453, 3.761, 2.334)
C (1.172, 1.567, 3.945)
C (-0.452, 1.518, -3.201)
C (-2.008, 3.260, -1.534)
C (0.854, 3.619, -1.722)
C (3.234, -0.612, 1.362)
C (3.198, 2.129, 0.704)
C (2.852, 0.167, -1.347)
H (1.006, -2.489, 0.082)
H (0.802, -1.636, 2.619)
H (-1.949, 1.302, 3.897)
H (-2.239, 2.871, 3.072)
H (-1.226, 2.809, 4.551)
H (-0.309, 4.237, 1.701)
H (1.434, 3.823, 1.847)
H (0.495, 4.281, 3.304)
H (0.916, 0.568, 4.321)
H (1.077, 2.302, 4.759)
H (2.200, 1.575, 3.563)
H (-0.584, 2.193, -4.060)
H (-1.248, 0.761, -3.224)
H (0.489, 0.965, -3.331)
H (-2.119, 3.962, -2.373)
H (-2.078, 3.821, -0.593)
H (-2.856, 2.565, -1.553)
H (0.669, 4.345, -2.530)
H (1.839, 3.179, -1.906)
H (0.937, 4.187, -0.789)
H (4.279, -0.620, 1.025)
H (2.811, -1.618, 1.259)
H (3.186, -0.322, 2.419)
H (4.261, 2.025, 0.439)
H (3.134, 2.373, 1.770)
H (2.779, 2.966, 0.133)
H (3.939, -0.010, -1.346)
H (2.617, 0.991, -2.034)
H (2.329, -0.734, -1.706)
C (0.229, -3.898, -3.343)
C (0.058, -4.516, -2.106)
C (0.239, -5.875, -1.929)
C (0.550, -6.695, -3.028)
C (0.657, -6.113, -4.301)
C (0.493, -4.726, -4.477)
Se (0.136, -1.902, -3.136)
H (-0.503, -1.514, -1.734)
H (-0.190, -3.895, -1.235)
H (0.141, -6.295, -0.924)
H (0.700, -7.758, -2.880)
H (0.873, -6.773, -5.150)
H (0.574, -4.297, -5.483)
N (-5.000, -1.610, 1.818)
N (-4.196, -0.471, 1.772)
N (-4.815, 0.729, 1.523)
C (-3.824, 1.450, 1.015)
N (-2.684, 0.730, 0.838)
N (-2.961, -0.542, 1.245)
H (-4.561, -2.374, 2.320)
H (-5.909, -1.380, 2.208)
H (-3.926, 2.494, 0.758)

LUMO level (alpha / beta): -0.4050 / -0.3997 Eh
total charge: +3
multiplicity: 5
calculated total energy: -5356.14073 a.u.
strongest force on any atom: 3.258 eV Å⁻¹
gap between HOMO and LUMO (alpha / beta): 4.600 / 4.745 eV
expectation value of S²: 6.00
E_HOMO (alpha / beta): -15.620 / -15.621 eV

No. 4
This record from OMol25 describes a structure of composition C18H41Br3Cl2I2N5O14S at a distorted geometry. The level of theory is wB97M-V/def2-TZVPD.

Positions of all 86 atoms, in Å:
C (-1.273, 4.843, 0.871)
C (-2.646, 4.232, 1.385)
I (-3.438, 2.731, -0.006)
C (-2.523, 3.671, 2.865)
I (-4.355, 2.863, 3.695)
C (-1.292, 2.698, 2.989)
C (-0.711, 2.348, 4.279)
N (0.394, 1.500, 3.979)
C (0.428, 1.350, 2.609)
C (1.492, 0.515, 1.819)
N (1.203, -0.938, 1.757)
N (-0.570, 2.040, 1.957)
H (-1.523, 5.532, -0.066)
H (-0.538, 4.075, 0.514)
H (-0.848, 5.482, 1.695)
H (-3.364, 5.104, 1.422)
H (-2.255, 4.574, 3.491)
H (-1.019, 2.663, 5.305)
H (1.061, 1.076, 4.618)
H (2.499, 0.659, 2.293)
H (1.484, 0.904, 0.762)
H (0.951, -1.260, 0.816)
H (0.535, -1.244, 2.464)
H (-0.750, 2.077, 0.945)
Br (-1.233, 7.091, -0.986)
C (1.756, 6.574, 3.761)
C (2.619, 7.302, 2.747)
O (3.490, 6.297, 2.218)
S (2.716, 4.881, 2.203)
O (2.188, 4.669, 0.898)
O (3.527, 3.913, 2.873)
O (1.494, 5.295, 3.179)
H (2.293, 6.419, 4.700)
H (0.822, 7.099, 3.961)
H (3.193, 8.111, 3.195)
H (2.017, 7.696, 1.924)
O (2.731, -0.883, 4.471)
H (2.463, -1.136, 3.552)
H (3.623, -0.487, 4.484)
H (2.669, -1.657, 5.096)
N (2.356, -4.208, 6.081)
O (2.376, -5.234, 6.763)
O (2.654, -4.241, 4.869)
O (2.033, -3.106, 6.609)
C (0.514, -4.425, -0.322)
O (1.254, -5.312, 0.182)
O (0.668, -3.214, 0.344)
O (-0.284, -4.463, -1.263)
H (1.328, -3.587, 0.960)
C (3.384, -7.102, 2.373)
O (3.117, -5.734, 2.626)
H (4.293, -7.388, 2.904)
H (2.550, -7.712, 2.730)
H (3.526, -7.256, 1.301)
H (2.308, -5.510, 2.143)
O (-1.967, 7.806, -4.334)
H (-1.490, 7.563, -3.523)
H (-1.391, 8.448, -4.760)
Br (-0.270, 2.416, -1.869)
C (-1.103, 1.989, -3.579)
C (-1.391, 0.516, -3.700)
Br (0.231, -0.492, -4.086)
H (-0.439, 2.361, -4.355)
H (-2.029, 2.563, -3.593)
H (-2.053, 0.323, -4.544)
H (-1.823, 0.086, -2.798)
C (-5.284, 0.841, -6.615)
C (-3.974, 0.242, -7.056)
O (-2.940, 0.405, -6.425)
N (-3.963, -0.500, -8.194)
C (-5.071, -0.807, -9.075)
H (-5.130, 1.402, -5.695)
H (-5.661, 1.525, -7.378)
H (-6.013, 0.052, -6.422)
H (-3.052, -0.867, -8.425)
H (-5.185, -1.892, -9.124)
H (-4.836, -0.431, -10.073)
H (-6.001, -0.363, -8.733)
Cl (3.111, -8.495, -1.094)
C (2.970, -10.268, -1.107)
C (1.846, -10.760, -0.221)
Cl (2.190, -10.503, 1.508)
H (3.930, -10.686, -0.805)
H (2.781, -10.562, -2.141)
H (1.709, -11.833, -0.360)
H (0.905, -10.263, -0.456)

LUMO level: 0.0040 Eh
total charge: -1
calculated total energy: -11673.39731 a.u.
strongest force on any atom: 4.759 eV Å⁻¹
gap between HOMO and LUMO: 5.263 eV
E_HOMO: -5.154 eV

No. 5
This record from OMol25 describes a cluster of 14 separate species, C18H41Cl26NSi in total. The level of theory is wB97M-V/def2-TZVPD.

Positions of all 87 atoms, in Å:
C (4.014, -3.117, -0.130)
C (3.013, -1.952, -0.098)
C (3.735, -0.609, -0.048)
C (2.054, -2.016, -1.297)
C (0.838, -2.934, -1.111)
Si (-0.372, -2.444, 0.224)
N (-1.639, -1.480, -0.487)
H (4.960, -2.843, 0.347)
H (3.651, -4.011, 0.383)
H (4.239, -3.413, -1.159)
H (2.437, -2.055, 0.827)
H (4.362, -0.481, -0.932)
H (4.376, -0.545, 0.836)
H (3.025, 0.222, -0.003)
H (2.628, -2.369, -2.163)
H (1.714, -1.008, -1.559)
H (1.153, -3.974, -0.967)
H (0.247, -2.928, -2.035)
H (0.251, -1.606, 1.277)
H (-0.881, -3.677, 0.886)
H (-2.220, -1.043, 0.219)
H (-2.265, -2.034, -1.064)
C (7.417, 0.404, -2.234)
Cl (6.881, -1.281, -2.093)
Cl (6.241, 1.526, -1.543)
H (8.341, 0.493, -1.679)
H (7.538, 0.635, -3.285)
C (-0.466, 1.975, 2.933)
Cl (-1.584, 0.761, 3.577)
Cl (0.919, 1.239, 2.117)
H (-1.011, 2.585, 2.221)
H (-0.103, 2.577, 3.758)
C (-1.015, -4.956, -4.746)
Cl (-1.816, -3.756, -3.723)
Cl (0.646, -4.499, -5.142)
H (-0.988, -5.894, -4.205)
H (-1.576, -5.041, -5.668)
C (0.685, 0.714, 6.529)
Cl (0.108, -0.520, 7.654)
Cl (0.686, 2.339, 7.236)
H (1.702, 0.469, 6.248)
H (0.021, 0.731, 5.675)
C (-3.075, 1.900, -0.283)
Cl (-3.923, 0.741, 0.749)
Cl (-2.901, 3.472, 0.511)
H (-2.088, 1.499, -0.483)
H (-3.651, 2.040, -1.189)
C (6.112, -4.761, -2.992)
Cl (6.968, -5.453, -1.608)
Cl (6.732, -5.346, -4.541)
H (5.068, -5.041, -2.917)
H (6.244, -3.687, -2.960)
C (-6.506, 4.337, 0.565)
Cl (-7.078, 5.573, 1.696)
Cl (-7.528, 4.200, -0.872)
H (-5.510, 4.608, 0.241)
H (-6.506, 3.381, 1.074)
C (-4.018, -5.532, 1.787)
Cl (-2.494, -6.399, 1.581)
Cl (-3.941, -3.866, 1.203)
H (-4.782, -6.048, 1.218)
H (-4.256, -5.504, 2.843)
C (0.324, 5.804, 3.665)
Cl (0.769, 4.713, 4.985)
Cl (0.044, 4.941, 2.150)
H (-0.598, 6.303, 3.942)
H (1.131, 6.510, 3.514)
C (-5.429, 4.233, -4.318)
Cl (-4.477, 3.795, -2.894)
Cl (-5.042, 3.231, -5.720)
H (-6.474, 4.082, -4.076)
H (-5.217, 5.266, -4.563)
C (10.270, 0.112, 1.461)
Cl (8.727, 0.855, 1.885)
Cl (10.496, 0.006, -0.294)
H (11.071, 0.720, 1.864)
H (10.288, -0.895, 1.858)
C (-7.625, 0.752, -5.190)
Cl (-8.250, -0.679, -4.365)
Cl (-8.542, 2.215, -4.793)
H (-6.598, 0.906, -4.882)
H (-7.701, 0.592, -6.258)
C (-4.495, 4.567, 4.202)
Cl (-2.744, 4.557, 4.473)
Cl (-5.015, 3.055, 3.467)
H (-4.988, 4.676, 5.160)
H (-4.737, 5.384, 3.531)

LUMO level: 0.0115 Eh
total charge: 0
calculated total energy: -13019.66793 a.u.
strongest force on any atom: 0.399 eV Å⁻¹
gap between HOMO and LUMO: 9.783 eV
E_HOMO: -9.470 eV

No. 6
This record from OMol25 describes a structure of composition C18H41N2O2P3V at a distorted geometry. The level of theory is wB97M-V/def2-TZVPD.

Positions of all 67 atoms, in Å:
V (0.158, -0.373, 1.534)
P (-1.548, -0.008, -0.001)
P (2.451, -0.491, -3.969)
P (-1.136, 0.899, 3.181)
H (2.999, -1.533, -0.694)
C (2.446, -0.817, -0.077)
C (1.084, -1.366, 0.230)
H (0.615, -1.831, -0.646)
C (-1.305, 1.527, -0.958)
C (-1.661, -1.270, -1.317)
C (-3.323, 0.076, 0.425)
C (4.044, -0.848, -4.717)
C (1.615, -2.042, -3.603)
C (1.387, 0.428, -5.089)
C (-0.263, 1.226, 4.753)
C (-2.598, -0.012, 3.794)
C (-1.834, 2.528, 2.699)
H (3.082, -0.588, 0.789)
H (1.194, -2.147, 1.033)
H (-2.028, 1.555, -1.785)
H (-0.282, 1.570, -1.353)
H (-1.446, 2.398, -0.306)
H (-2.576, -1.077, -1.895)
H (-1.725, -2.278, -0.873)
H (-0.797, -1.215, -1.992)
H (-3.585, 1.050, 0.854)
H (-3.581, -0.719, 1.136)
H (-3.893, -0.080, -0.502)
H (3.919, -1.206, -5.749)
H (4.557, -1.619, -4.125)
H (4.654, 0.067, -4.720)
H (2.283, -2.888, -3.819)
H (0.719, -2.133, -4.236)
H (1.319, -2.079, -2.547)
H (1.752, 0.340, -6.123)
H (1.384, 1.485, -4.790)
H (0.361, 0.036, -5.036)
H (-1.002, 1.293, 5.561)
H (0.314, 2.155, 4.693)
H (0.423, 0.395, 4.961)
H (-2.688, 0.176, 4.871)
H (-2.447, -1.088, 3.621)
H (-3.503, 0.322, 3.276)
H (-2.080, 3.085, 3.613)
H (-2.737, 2.396, 2.094)
H (-1.099, 3.099, 2.121)
C (1.959, 1.512, -0.319)
C (1.866, 2.743, -0.983)
C (1.511, 3.876, -0.260)
C (1.262, 3.799, 1.117)
C (1.337, 2.585, 1.769)
C (1.576, 1.369, 1.047)
O (2.560, 0.467, -1.004)
H (2.666, 0.238, -2.749)
H (2.087, 2.808, -2.050)
H (1.454, 4.852, -0.746)
H (1.041, 4.706, 1.684)
H (1.280, 2.512, 2.859)
H (1.832, 0.477, 1.720)
N (-1.479, -3.849, 0.622)
C (-1.778, -3.342, 1.867)
N (-2.909, -3.845, 2.440)
O (-1.132, -2.418, 2.411)
H (-1.939, -4.716, 0.377)
H (-0.494, -3.803, 0.363)
H (-3.019, -3.667, 3.431)
H (-3.308, -4.702, 2.082)

energy above the lowest of the compared OMol25 structures with the same formula, charge and spin: 0.00 kJ/mol
LUMO level (alpha / beta): -0.3646 / -0.3421 Eh
total charge: +3
multiplicity: 3
calculated total energy: -2937.53830 a.u.
strongest force on any atom: 4.303 eV Å⁻¹
gap between HOMO and LUMO (alpha / beta): 7.559 / 8.188 eV
expectation value of S²: 2.02
E_HOMO (alpha / beta): -17.479 / -17.498 eV